The following is a DFT calculation (ωB97M-V/def2-TZVPD) of the molecule C4H5NO3.

Results
Frontier orbital gap = 9.615 eV
Calculated total energy = -435.7420 Eh
SMILES = NC(=O)/C=C\C(=O)O
Highest occupied orbital energy = -0.3882 hartree
F_max = 15.095 eV Å⁻¹

Element x y z (Å)
N: -1.52952 1.84199 1.60547
C: -1.00175 0.79307 0.85324
O: -1.60228 -0.20270 0.66275
C: 0.32023 1.11808 0.48640
C: 1.21753 0.29658 -0.24316
C: 1.01884 -0.96067 -1.07858
O: 2.01282 -1.35502 -1.77864
O: -0.06134 -1.66083 -0.80615
H: -0.90305 2.50079 1.76012
H: -2.49114 1.66714 2.23036
H: 0.84600 1.81226 0.79274
H: 1.83205 0.89448 -0.43211
H: -0.69983 -1.50261 -0.32040

List of Mulliken charges in e, atom by atom: -0.46, 0.85, -0.64, -0.37, -0.73, 0.60, -0.57, -0.36, 0.18, 0.30, 0.38, 0.52, 0.30